(1)
A molecular structure, C11H32BrO5 in a non-equilibrium geometry, computed with wB97M-V/def2-TZVPD.

Electronic energy = -92192.9976 eV
Gap between HOMO and LUMO = 8.15 eV
E_LUMO = 3.29 eV
Total charge = -1
ΔE to the lowest compared entry with this formula, charge and spin = 364.5 kcal per mole

Each line ends with the natural charge from an NBO analysis.
Geometry (Å):
Br 0.168 0.392 -0.193  -0.088
C -1.611 -3.106 1.396  -0.623
C -1.227 -1.602 1.029  0.079
C -2.071 -0.614 1.926  -0.648
O 0.108 -1.555 1.392  -0.780
H -0.895 -3.744 0.878  0.214
H -2.631 -3.339 1.091  0.193
H -1.408 -3.383 2.431  0.200
H -1.488 -1.259 0.028  0.182
H -2.153 -1.173 2.858  0.199
H -3.102 -0.484 1.599  0.201
H -1.703 0.412 1.937  0.199
H 0.399 -0.687 1.105  0.422
C 4.072 1.349 -0.513  -0.628
C 2.629 1.158 -0.027  0.068
C 2.663 1.126 1.522  -0.660
O 1.785 2.100 -0.461  -0.716
H 4.738 0.486 -0.500  0.196
H 4.571 2.154 0.028  0.189
H 4.066 1.774 -1.516  0.211
H 2.392 0.244 -0.572  0.165
H 3.345 0.482 2.078  0.197
H 1.781 0.558 1.819  0.205
H 2.668 2.137 1.929  0.212
H 0.953 1.657 -0.276  0.361
C -3.441 0.448 -0.496  -0.657
C -2.788 1.871 -0.312  0.100
C -2.655 2.252 1.126  -0.616
O -1.504 1.985 -0.762  -0.733
H -4.489 0.387 -0.200  0.191
H -2.884 -0.371 -0.041  0.212
H -3.402 0.150 -1.544  0.213
H -3.459 2.524 -0.870  0.161
H -2.385 3.301 1.243  0.207
H -2.023 1.655 1.784  0.197
H -3.591 2.198 1.681  0.179
H -0.954 1.380 -0.259  0.362
C 2.130 -0.030 -2.779  -0.292
O 0.990 0.688 -2.234  -0.737
H 3.020 0.359 -2.285  0.154
H 2.080 -1.080 -2.490  0.168
H 2.094 0.238 -3.835  0.179
H 0.743 0.410 -1.349  0.275
C 0.964 -2.500 -1.337  -0.267
O -0.282 -1.882 -1.519  -0.769
H 1.272 -3.187 -2.125  0.170
H 1.792 -1.812 -1.165  0.152
H 1.002 -2.912 -0.329  0.176
H -0.279 -1.155 -0.892  0.426


(2)
A molecular structure, C11H32CuN2O5P2 in a non-equilibrium geometry, computed with wB97M-V/def2-TZVPD.

Electronic energy = -88355.1117 eV
Spin multiplicity = 2
Gap between HOMO and LUMO (alpha / beta) = 6.81 / 6.63 eV
⟨S²⟩ = 0.757
E_LUMO (alpha / beta) = 0.38 / -0.06 eV
ΔE to the lowest compared entry with this formula, charge and spin = 12.4 kcal per mole

Each line ends with the natural charge from an NBO analysis.
Geometry (Å):
O -1.118 2.567 -3.632  -0.980
H -1.029 3.494 -3.968  0.485
Cu -0.026 -0.267 -0.502  0.942
N 1.911 0.089 0.509  -0.284
N 0.164 1.891 -0.252  -0.136
O 2.953 -0.831 0.784  -0.620
O -0.824 2.647 -0.612  -0.566
C 2.302 1.354 0.507  0.269
C 1.382 2.366 0.040  -0.014
C 3.716 1.693 0.810  -0.695
C 1.707 3.814 0.140  -0.674
H 4.322 0.775 0.729  0.256
H 3.740 2.082 1.839  0.230
H 4.076 2.474 0.124  0.236
H 0.804 4.404 -0.071  0.254
H 2.465 4.038 -0.626  0.217
H 2.111 4.063 1.143  0.211
H 2.982 -0.891 1.762  0.468
H -0.337 2.230 -3.056  0.498
O -0.965 1.582 2.596  -0.956
H -0.492 1.999 1.863  0.494
H -1.221 2.343 3.179  0.479
C 0.642 -1.625 -1.707  -1.096
H 0.406 -2.637 -2.207  0.212
H 1.713 -1.448 -1.917  0.210
H 0.073 -0.822 -2.392  0.178
O 4.708 -1.605 -1.474  -0.953
H 4.069 -1.635 -0.702  0.488
H 4.741 -2.526 -1.729  0.460
C -0.668 -1.383 2.445  -0.984
P -0.500 -2.003 0.760  1.039
C 0.785 -3.253 0.842  -0.974
C -2.080 -2.832 0.391  -0.751
C -3.102 -1.898 -0.267  -0.711
P -2.351 -0.235 -0.614  0.811
C -3.170 0.294 -2.134  -0.950
C -3.169 0.789 0.673  -0.961
H 0.007 -0.545 2.633  0.271
H -0.424 -2.213 3.115  0.219
H -1.699 -1.057 2.605  0.247
H 0.297 -4.212 1.026  0.224
H 1.350 -3.303 -0.088  0.265
H 1.473 -3.046 1.668  0.239
H -1.853 -3.709 -0.225  0.244
H -2.463 -3.222 1.337  0.233
H -3.466 -2.320 -1.214  0.237
H -3.963 -1.735 0.397  0.229
H -3.896 1.069 -1.860  0.236
H -2.409 0.725 -2.792  0.273
H -3.694 -0.561 -2.583  0.223
H -2.480 1.020 1.500  0.277
H -3.429 1.718 0.153  0.248
H -4.071 0.291 1.054  0.205


(3)
A molecular structure, C11H32NiO7 in a non-equilibrium geometry, computed with wB97M-V/def2-TZVPD.

Electronic energy = -67289.0718 eV
Spin multiplicity = 4
Gap between HOMO and LUMO (alpha / beta) = 2.84 / 9.74 eV
⟨S²⟩ = 3.753
E_LUMO (alpha / beta) = -2.47 / -2.80 eV
Total charge = +1

Each line ends with the natural charge from an NBO analysis.
Geometry (Å):
Ni 0.294 -0.002 0.334  1.388
C 2.179 0.087 -2.135  -0.293
O 1.242 -0.665 -1.372  -0.975
H 1.686 0.738 -2.857  0.184
H 2.828 0.708 -1.519  0.171
H 2.872 -0.560 -2.673  0.207
H 1.167 -1.484 -1.867  0.365
C -2.669 -1.388 0.643  -0.280
O -1.406 -1.274 -0.075  -0.886
H -2.680 -1.065 1.684  0.184
H -3.487 -0.849 0.165  0.187
H -2.989 -2.430 0.648  0.201
H -1.353 -1.924 -0.779  0.464
C 3.332 0.424 1.064  -0.269
O 1.995 0.760 1.293  -0.784
H 3.767 1.284 0.555  0.175
H 3.878 0.260 1.994  0.196
H 3.403 -0.376 0.327  0.214
H 2.113 1.512 1.877  0.499
C -1.205 -0.190 -3.971  -0.266
O -1.265 0.243 -2.618  -0.559
C -1.828 1.571 -2.425  -0.094
C -1.657 1.973 -0.909  -0.085
O -0.277 1.766 -0.459  -0.634
C 0.560 2.826 -1.001  -0.265
H -2.161 -0.149 -4.494  0.175
H -0.814 -1.199 -4.110  0.209
H -0.598 0.554 -4.487  0.161
H -2.890 1.644 -2.658  0.194
H -1.410 2.323 -3.095  0.176
H -2.290 1.427 -0.209  0.207
H -1.992 3.010 -0.916  0.202
H 0.374 2.933 -2.070  0.202
H 1.605 2.695 -0.718  0.208
H 0.353 3.806 -0.571  0.195
C -1.419 1.277 2.833  -0.250
O -0.761 0.263 2.151  -0.612
C -0.320 -0.749 3.106  -0.106
C 0.110 -2.112 2.515  -0.091
O 0.872 -1.911 1.296  -0.605
C 1.426 -3.157 0.897  -0.297
H -0.866 1.505 3.744  0.187
H -2.351 0.818 3.166  0.188
H -1.570 2.184 2.248  0.212
H -0.977 -0.992 3.941  0.217
H 0.577 -0.309 3.542  0.192
H -0.798 -2.639 2.222  0.197
H 0.654 -2.654 3.288  0.214
H 0.688 -3.905 0.609  0.192
H 1.920 -3.594 1.764  0.175
H 2.133 -3.018 0.079  0.214


Look up the electronic energy of the second one.
-88355.1117 eV